Entry 1:
Formula: C2H6AlO
Source: the Open Molecules 2025 dataset
Level of theory: ωB97M-V/def2-TZVPD

**E_tot**: -395.83945 a.u.
**Highest occupied orbital energy**: -26.20 eV
**Energy relative to the best compared isomer or geometry (same formula, charge and spin)**: 207.3 kJ/mol
**Frontier orbital gap**: 4.45 eV

Structure (ORCA input):
```
! wB97M-V def2-TZVPD RIJCOSX def2/J DEFGRID3
* xyz 3 1
Al 20.93 16.58 21.20
O 21.58 16.19 18.27
C 23.89 15.91 18.21
C 22.58 15.32 17.83
H 24.04 16.87 17.62
H 20.69 15.80 18.03
H 22.53 15.24 16.70
H 22.57 14.29 18.33
H 24.70 15.34 17.72
H 24.10 16.01 19.29
*
```

Entry 2:
Formula: C2H6BBrO2
Source: the Open Molecules 2025 dataset
Level of theory: ωB97M-V/def2-TZVPD

**E_tot**: -2829.18218 a.u.
**Highest occupied orbital energy**: -9.93 eV
**Energy relative to the best compared isomer or geometry (same formula, charge and spin)**: 138.8 kJ/mol
**Frontier orbital gap**: 9.74 eV
**SMILES**: O=BO.C=C.Br

Structure (ORCA input):
```
! wB97M-V def2-TZVPD RIJCOSX def2/J DEFGRID3
* xyz 0 1
Br 4.13 0.21 -0.05
O -0.83 -2.37 0.24
O 1.60 -1.86 0.10
C -0.25 0.89 -0.58
C 0.25 0.84 0.61
B 0.43 -2.14 0.27
H 1.36 0.89 0.77
H 3.26 -1.00 -0.16
H -0.45 0.76 1.43
H 0.35 0.58 -1.48
H -1.08 -3.21 -0.18
H -1.28 1.07 -0.82
*
```

Entry 3:
Formula: C2H6BF
Source: the Open Molecules 2025 dataset
Level of theory: ωB97M-V/def2-TZVPD

**E_tot**: -204.44058 a.u.
**Highest occupied orbital energy**: -10.77 eV
**Energy relative to the best compared isomer or geometry (same formula, charge and spin)**: 84.1 kJ/mol
**Frontier orbital gap**: 11.28 eV
**SMILES**: CBCF

Structure (ORCA input):
```
! wB97M-V def2-TZVPD RIJCOSX def2/J DEFGRID3
* xyz 0 1
F 1.63 0.26 0.54
C -0.87 0.97 0.10
C 0.96 -0.79 -0.16
B -0.49 -0.50 0.08
H 1.16 -0.60 -1.22
H -1.85 1.22 0.58
H -0.46 1.35 -0.92
H -1.28 -1.27 0.08
H -0.05 1.12 0.67
H 1.24 -1.76 0.24
*
```

Entry 4:
Formula: C2H6BN
Source: the Open Molecules 2025 dataset
Level of theory: ωB97M-V/def2-TZVPD

**E_tot**: -159.34842 a.u.
**Highest occupied orbital energy**: -8.74 eV
**Energy relative to the best compared isomer or geometry (same formula, charge and spin)**: 136.7 kJ/mol
**Frontier orbital gap**: 9.29 eV

Structure (ORCA input):
```
! wB97M-V def2-TZVPD RIJCOSX def2/J DEFGRID3
* xyz 0 1
N 0.61 -1.80 0.00
C 0.19 0.90 0.49
C -0.65 0.66 -0.75
B 0.06 -0.54 0.08
H -1.71 0.58 -0.42
H -0.22 1.32 -1.56
H 1.11 1.44 0.25
H -0.21 1.54 1.65
H 1.07 -2.27 0.81
H 0.49 -2.51 -0.71
*
```